Below is the molecule C15H18ClN3O3 at a distorted geometry, with properties calculated with ωB97M-V with the def2-TZVPD basis set.

Calculated values
* net charge: 0
* E: -38981.7196 eV
* ΔE to the lowest compared entry with this formula, charge and spin: 45.9 kcal/mol
* HOMO energy: -8.90 eV
* LUMO energy: 0.608 eV
* spin multiplicity: 1

Each atom is followed by the atoms it is bonded to, with distances in Å.
Cartesian coordinates (Å):
1 C 2.99823 -1.36113 0.62404  C2 1.537, H23 1.087, H24 1.087, H25 1.088
2 C 2.38235 -1.12110 -0.76311  C1 1.537, C3 1.534, C4 1.535, C5 1.519
3 C 3.50689 -0.83215 -1.76501  C2 1.534, H26 1.087, H27 1.087, H28 1.087
4 C 1.60064 -2.35480 -1.23407  C2 1.535, H29 1.085, H30 1.088, H31 1.088
5 C 1.50303 0.11510 -0.69458  C2 1.519, O6 1.207, C7 1.559
6 O 1.82328 1.15409 -1.21957  C5 1.207
7 C 0.17184 0.17280 0.11482  C5 1.559, C8 1.564, O10 1.402, N18 1.442
8 C 0.47600 1.20226 1.25212  C7 1.564, O9 1.387, H32 1.100, H33 1.092
9 O 0.53017 2.49956 0.76566  C8 1.387, H34 0.974
10 O -0.76167 0.64638 -0.81818  C7 1.402, C11 1.382
11 C -1.87459 1.36086 -0.41817  O10 1.382, C12 1.389, C17 1.392
12 C -2.62897 1.08524 0.71499  C11 1.389, C13 1.384, H35 1.079
13 C -3.76408 1.83054 0.98481  C12 1.384, C14 1.384, H36 1.079
14 C -4.15225 2.83709 0.11803  C13 1.384, Cl15 1.727, C16 1.387
15 Cl -5.57127 3.75992 0.45960  C14 1.727
16 C -3.41432 3.10776 -1.02452  C14 1.387, C17 1.379, H37 1.078
17 C -2.27728 2.37177 -1.28605  C11 1.392, C16 1.379, H38 1.078
18 N -0.30375 -1.05592 0.70126  C7 1.442, C19 1.350, N22 1.342
19 C -1.25059 -1.90075 0.23926  N18 1.350, N20 1.308, H39 1.070
20 N -1.44513 -2.86858 1.09807  C19 1.308, C21 1.347
21 C -0.58812 -2.58315 2.09705  N20 1.347, N22 1.312, H40 1.070
22 N 0.11486 -1.49348 1.89876  N18 1.342, C21 1.312
23 H 3.64040 -2.23748 0.57686  C1 1.087
24 H 2.23652 -1.53047 1.38110  C1 1.087
25 H 3.60462 -0.50825 0.92146  C1 1.088
26 H 4.04680 0.06865 -1.48560  C3 1.087
27 H 3.09862 -0.68666 -2.76203  C3 1.087
28 H 4.20478 -1.66462 -1.78814  C3 1.087
29 H 1.05240 -2.82780 -0.42598  C4 1.085
30 H 2.30152 -3.08868 -1.62509  C4 1.088
31 H 0.90602 -2.09307 -2.02942  C4 1.088
32 H 1.41467 0.89690 1.73741  C8 1.100
33 H -0.31816 1.17528 2.00121  C8 1.092
34 H 1.08853 2.50813 -0.03227  O9 0.974
35 H -2.35847 0.29359 1.39593  C12 1.079
36 H -4.34737 1.62113 1.86748  C13 1.079
37 H -3.72349 3.89276 -1.69619  C16 1.078
38 H -1.68111 2.56564 -2.16309  C17 1.078
39 H -1.75594 -1.77247 -0.69461  C19 1.070
40 H -0.48563 -3.18491 2.97575  C21 1.070